No. 1
DFT (ωB97M-V/def2-TZVPD) results for a single C23H26N2O7S molecule.

LUMO level ... 0.33 eV
Highest occupied orbital energy ... -8.042 eV
ΔE to the lowest compared entry with this formula, charge and spin ... 45.1 kcal/mol

```
59
C23H26N2O7S ωB97M-V/def2-TZVPD
C -5.377 -3.159 -0.242
O -4.166 -3.804 0.072
C -2.998 -3.188 -0.225
C -2.891 -1.953 -0.861
C -1.639 -1.419 -1.115
C -0.506 -2.109 -0.739
S 1.103 -1.429 -1.069
O 1.837 -2.316 -1.926
O 0.958 -0.074 -1.540
N 1.855 -1.545 0.422
C 1.225 -0.998 1.619
C 0.138 -0.005 1.331
C 0.392 1.204 0.781
C -0.652 2.112 0.444
C -0.434 3.345 -0.175
C -1.479 4.177 -0.503
C -2.796 3.794 -0.215
O -3.896 4.537 -0.497
C -3.730 5.786 -1.127
C -3.036 2.573 0.404
C -1.979 1.733 0.733
N -2.193 0.531 1.349
C -1.225 -0.397 1.670
O -1.547 -1.440 2.217
C 3.295 -1.556 0.351
C 3.903 -0.213 -0.070
C 5.389 -0.356 -0.425
O 5.962 0.893 -0.746
C 5.795 1.809 0.313
C 4.313 1.964 0.655
O 3.757 0.713 1.000
C -0.598 -3.342 -0.116
C -1.838 -3.879 0.142
H -5.479 -2.995 -1.320
H -6.164 -3.833 0.094
H -5.472 -2.204 0.284
H -3.767 -1.399 -1.158
H -1.525 -0.460 -1.597
H 0.782 -1.827 2.186
H 2.001 -0.517 2.220
H 1.411 1.492 0.572
H 0.579 3.639 -0.404
H -1.274 5.119 -0.984
H -4.735 6.188 -1.247
H -3.264 5.681 -2.111
H -3.139 6.471 -0.512
H -4.054 2.293 0.622
H -3.144 0.268 1.579
H 3.560 -2.303 -0.399
H 3.695 -1.854 1.323
H 3.359 0.161 -0.951
H 5.513 -0.986 -1.305
H 5.922 -0.802 0.430
H 6.220 2.754 -0.026
H 6.339 1.456 1.203
H 4.175 2.612 1.522
H 3.783 2.381 -0.215
H 0.308 -3.857 0.161
H -1.947 -4.829 0.639
```

Charges obtained by Löwdin population analysis, quoted in units of e: number 1, C, carries -0.08; number 2, O, carries -0.07; number 3, C, carries -0.26; number 4, C, carries -0.01; number 5, C, carries -0.05; number 6, C, carries -0.28; number 7, S, carries 0.70; number 8, O, carries -0.28; number 9, O, carries -0.29; number 10, N, carries -0.21; number 11, C, carries -0.11; number 12, C, carries -0.13; number 13, C, carries 0.04; number 14, C, carries -0.15; number 15, C, carries -0.01; number 16, C, carries -0.02; number 17, C, carries -0.27; number 18, O, carries -0.08; number 19, C, carries -0.08; number 20, C, carries 0.06; number 21, C, carries -0.18; number 22, N, carries 0.18; number 23, C, carries -0.44; number 24, O, carries 0.06; number 25, C, carries -0.14; number 26, C, carries -0.30; number 27, C, carries -0.15; number 28, O, carries -0.12; number 29, C, carries -0.18; number 30, C, carries -0.18; number 31, O, carries -0.11; number 32, C, carries -0.04; number 33, C, carries 0.02; number 34, H, carries 0.10; number 35, H, carries 0.09; number 36, H, carries 0.09; number 37, H, carries 0.11; number 38, H, carries 0.12; number 39, H, carries 0.13; number 40, H, carries 0.13; number 41, H, carries 0.12; number 42, H, carries 0.12; number 43, H, carries 0.10; number 44, H, carries 0.09; number 45, H, carries 0.10; number 46, H, carries 0.10; number 47, H, carries 0.12; number 48, H, carries 0.16; number 49, H, carries 0.12; number 50, H, carries 0.14; number 51, H, carries 0.15; number 52, H, carries 0.14; number 53, H, carries 0.14; number 54, H, carries 0.13; number 55, H, carries 0.13; number 56, H, carries 0.13; number 57, H, carries 0.13; number 58, H, carries 0.13; number 59, H, carries 0.13



No. 2
DFT (ωB97M-V/def2-TZVPD) results for a single C23H26N4O6S molecule.

LUMO level ... 0.48 eV
Highest occupied orbital energy ... -7.918 eV
ΔE to the lowest compared entry with this formula, charge and spin ... 0.0 kcal/mol

```
60
C23H26N4O6S ωB97M-V/def2-TZVPD
C 7.269 -0.952 2.468
C 6.552 -0.625 1.177
O 7.108 -0.298 0.154
N 5.202 -0.756 1.265
C 4.317 -0.425 0.175
C 3.354 -1.590 -0.127
C 2.232 -1.204 -1.040
C 2.278 -0.393 -2.139
N 1.037 -0.292 -2.701
C 0.157 -1.046 -1.980
C -1.200 -1.277 -2.167
C -1.836 -2.113 -1.277
C -1.140 -2.706 -0.219
C 0.203 -2.482 -0.028
C 0.876 -1.642 -0.917
C 3.472 0.786 0.537
O 2.874 0.907 1.583
O 3.455 1.677 -0.442
C 2.642 2.842 -0.307
C 1.179 2.539 -0.680
O 0.697 2.917 -1.722
N 0.546 1.825 0.282
C -0.750 1.309 0.266
C -1.685 1.640 -0.713
C -2.942 1.065 -0.676
C -3.263 0.173 0.327
S -4.878 -0.603 0.342
O -5.375 -0.657 -1.000
O -4.797 -1.815 1.100
N -5.864 0.448 1.195
C -5.542 0.555 2.595
C -6.135 1.692 0.522
C -2.353 -0.143 1.318
C -1.096 0.425 1.290
H 8.341 -0.873 2.312
H 7.024 -1.962 2.788
H 6.969 -0.254 3.247
H 4.768 -0.941 2.157
H 4.941 -0.188 -0.691
H 3.936 -2.412 -0.554
H 2.927 -1.935 0.818
H 3.113 0.126 -2.568
H 0.801 0.290 -3.486
H -1.735 -0.817 -2.985
H -2.893 -2.308 -1.385
H -1.682 -3.351 0.456
H 0.730 -2.954 0.789
H 3.047 3.567 -1.014
H 2.703 3.224 0.718
H 1.112 1.524 1.074
H -1.416 2.324 -1.499
H -3.672 1.276 -1.441
H -4.682 1.215 2.774
H -5.315 -0.446 2.951
H -6.406 0.943 3.135
H -6.304 1.461 -0.527
H -7.037 2.140 0.941
H -5.305 2.405 0.615
H -2.632 -0.855 2.077
H -0.365 0.173 2.044
```

Charges obtained by Löwdin population analysis, quoted in units of e: number 1, C, carries 0.00; number 2, C, carries -0.53; number 3, O, carries 0.07; number 4, N, carries 0.10; number 5, C, carries -0.21; number 6, C, carries -0.06; number 7, C, carries -0.17; number 8, C, carries -0.05; number 9, N, carries 0.11; number 10, C, carries -0.21; number 11, C, carries -0.01; number 12, C, carries -0.09; number 13, C, carries -0.09; number 14, C, carries -0.03; number 15, C, carries -0.13; number 16, C, carries -0.44; number 17, O, carries 0.11; number 18, O, carries 0.03; number 19, C, carries -0.04; number 20, C, carries -0.43; number 21, O, carries 0.08; number 22, N, carries 0.16; number 23, C, carries -0.20; number 24, C, carries 0.01; number 25, C, carries -0.06; number 26, C, carries -0.29; number 27, S, carries 0.64; number 28, O, carries -0.29; number 29, O, carries -0.29; number 30, N, carries -0.34; number 31, C, carries -0.11; number 32, C, carries -0.11; number 33, C, carries -0.06; number 34, C, carries 0.01; number 35, H, carries 0.08; number 36, H, carries 0.08; number 37, H, carries 0.08; number 38, H, carries 0.15; number 39, H, carries 0.16; number 40, H, carries 0.13; number 41, H, carries 0.12; number 42, H, carries 0.13; number 43, H, carries 0.16; number 44, H, carries 0.12; number 45, H, carries 0.10; number 46, H, carries 0.11; number 47, H, carries 0.11; number 48, H, carries 0.14; number 49, H, carries 0.14; number 50, H, carries 0.11; number 51, H, carries 0.11; number 52, H, carries 0.12; number 53, H, carries 0.09; number 54, H, carries 0.08; number 55, H, carries 0.09; number 56, H, carries 0.08; number 57, H, carries 0.09; number 58, H, carries 0.09; number 59, H, carries 0.12; number 60, H, carries 0.12



No. 3
DFT (ωB97M-V/def2-TZVPD) results for 2 unconnected molecules or ions with the total composition C23H26NO.

LUMO level ... -5.35 eV
Total charge ... +1
Highest occupied orbital energy ... -10.001 eV
ΔE to the lowest compared entry with this formula, charge and spin ... 51.9 kcal/mol

```
51
C23H26NO ωB97M-V/def2-TZVPD
C 0.956 2.203 3.798
C 0.080 1.123 3.962
C -0.611 0.614 2.874
C -0.461 1.194 1.591
C -1.093 0.590 0.438
C -1.242 1.234 -0.766
N -1.913 0.737 -1.832
C -1.797 1.491 -3.084
C -2.824 1.035 -4.106
O -2.956 -0.389 -4.115
C -3.452 -0.881 -2.873
C -2.501 -0.588 -1.716
C 0.386 2.319 1.453
C 1.090 2.811 2.544
H 1.534 2.571 4.643
H -0.032 0.649 4.939
H -1.253 -0.265 2.978
H -1.495 -0.421 0.577
H -0.861 2.252 -0.907
H -1.958 2.551 -2.847
H -0.783 1.389 -3.516
H -3.785 1.542 -3.884
H -2.477 1.280 -5.119
H -4.439 -0.448 -2.618
H -3.532 -1.967 -3.020
H -1.724 -1.379 -1.687
H -3.067 -0.630 -0.775
H 0.527 2.757 0.463
H 1.762 3.658 2.407
C 1.405 -1.462 -1.474
C 1.855 -0.462 -2.600
C 2.477 0.663 -1.833
C 2.387 0.446 -0.469
C 1.763 -0.787 -0.196
C 1.660 -1.410 1.088
C 2.362 -0.880 2.201
C 2.216 -1.442 3.461
C 1.356 -2.531 3.650
C 0.688 -3.097 2.556
C 0.851 -2.562 1.284
H 0.332 -1.696 -1.531
H 1.958 -2.409 -1.595
H 2.554 -0.972 -3.281
H 0.985 -0.127 -3.189
H 2.948 1.519 -2.311
H 2.747 1.123 0.302
H 3.020 -0.022 2.060
H 2.762 -1.012 4.302
H 1.220 -2.945 4.650
H 0.031 -3.958 2.696
H 0.344 -3.010 0.425
```

Charges obtained by Löwdin population analysis, quoted in units of e: number 1, C, carries -0.09; number 2, C, carries -0.10; number 3, C, carries -0.05; number 4, C, carries -0.25; number 5, C, carries -0.07; number 6, C, carries -0.10; number 7, N, carries -0.12; number 8, C, carries -0.13; number 9, C, carries -0.18; number 10, O, carries -0.13; number 11, C, carries -0.17; number 12, C, carries -0.14; number 13, C, carries -0.06; number 14, C, carries -0.09; number 15, H, carries 0.10; number 16, H, carries 0.11; number 17, H, carries 0.12; number 18, H, carries 0.10; number 19, H, carries 0.13; number 20, H, carries 0.13; number 21, H, carries 0.11; number 22, H, carries 0.14; number 23, H, carries 0.13; number 24, H, carries 0.13; number 25, H, carries 0.13; number 26, H, carries 0.11; number 27, H, carries 0.13; number 28, H, carries 0.10; number 29, H, carries 0.11; number 30, C, carries -0.09; number 31, C, carries -0.12; number 32, C, carries 0.07; number 33, C, carries 0.00; number 34, C, carries -0.09; number 35, C, carries -0.17; number 36, C, carries 0.01; number 37, C, carries -0.05; number 38, C, carries -0.02; number 39, C, carries -0.04; number 40, C, carries 0.01; number 41, H, carries 0.11; number 42, H, carries 0.15; number 43, H, carries 0.14; number 44, H, carries 0.12; number 45, H, carries 0.13; number 46, H, carries 0.12; number 47, H, carries 0.12; number 48, H, carries 0.12; number 49, H, carries 0.12; number 50, H, carries 0.12; number 51, H, carries 0.12